Computed, not measured: a molecular structure, C33H27O8S4 at a distorted geometry, with ωB97M-V with the def2-TZVPD basis set.

```
72
Properties=species:S:1:pos:R:3:forces:R:3
C -5.78709 1.27797 -1.65819 0.03 -0.22 0.07
C -5.93322 -0.03954 -2.13123 0.17 0.19 0.36
C -5.11855 -1.05857 -1.61086 -0.23 0.21 -0.21
C -4.16862 -0.75943 -0.63437 0.24 0.02 0.00
S -2.88170 -1.97061 -0.14561 0.32 1.14 -1.13
C -1.39734 -1.39463 -1.02505 -1.74 -2.52 0.00
C -0.63088 -0.32769 -0.59144 -1.24 3.02 -0.17
S -1.49537 -2.09408 -2.67242 1.10 1.22 0.45
C -0.56310 -0.92417 -3.67209 0.02 -0.12 0.01
C -1.11696 0.33998 -3.88474 0.36 0.15 0.17
C -0.32468 1.33691 -4.44854 0.01 -0.23 -0.19
C 0.97661 1.03031 -4.86093 0.19 -0.14 -0.05
C 1.47901 -0.27055 -4.75204 -0.23 0.06 -0.13
C 0.68288 -1.26671 -4.18409 0.17 0.22 0.26
O -0.79099 -3.35213 -2.70574 -0.28 -0.24 -0.58
O -2.83217 -1.93386 -3.19895 -0.07 -0.59 0.22
O -2.70954 -1.80015 1.26668 0.07 -0.15 0.14
O -3.27155 -3.22912 -0.73181 0.02 0.01 0.41
C -4.08945 0.52810 -0.09619 -0.04 0.19 -0.17
C -4.87597 1.55925 -0.62541 -0.14 -0.29 -0.09
H -6.40590 2.08034 -2.08120 0.30 -0.35 0.20
H -6.67751 -0.27374 -2.91093 0.48 0.15 0.49
H -5.22876 -2.07814 -1.97693 0.27 0.25 0.06
H 0.03114 0.09292 -1.36370 -1.21 0.44 -0.15
H -1.23466 0.28932 0.13212 0.25 -0.06 -1.63
H -2.14216 0.54130 -3.58424 0.20 -0.05 0.14
H -0.72540 2.34714 -4.57113 0.17 -0.36 0.01
H 1.60721 1.80582 -5.29523 -0.15 -0.13 0.15
H 2.48953 -0.52655 -5.08947 -0.44 0.23 0.06
H 1.03615 -2.29575 -4.11167 -0.08 0.28 0.17
H -3.40626 0.72345 0.73189 -0.09 -0.07 -0.23
H -4.76990 2.57633 -0.22290 -0.13 -0.50 -0.23
C 1.48995 4.57442 1.59681 -0.22 -0.32 -0.08
C 0.23889 3.97542 1.78629 0.27 0.34 -0.12
C -0.04299 2.70379 1.29742 -0.10 0.01 -0.22
C 0.94239 1.93956 0.65102 -0.03 -0.14 -0.61
C 0.76933 0.42626 0.52828 1.84 -1.37 2.32
S 2.39024 -0.27133 0.17740 0.42 0.09 0.25
C 2.41891 -2.04774 0.07880 0.06 -0.19 -0.40
C 3.11305 -2.82184 1.00068 -0.15 -0.03 0.09
C 3.09940 -4.21023 0.87255 -0.04 0.23 -0.07
C 2.40600 -4.80281 -0.18582 -0.05 0.16 -0.23
C 1.78560 -4.00858 -1.15790 0.15 -0.26 0.16
C 1.84542 -2.62609 -1.04033 -0.38 0.06 -0.08
O 2.77105 0.17831 -1.15480 -0.20 -0.12 0.38
O 3.17703 0.08006 1.34522 0.79 -0.18 -0.41
S 0.29539 -0.23482 2.16982 -0.64 -0.26 -0.57
C 1.16878 0.49063 3.56473 0.02 -0.46 0.69
C 2.30400 -0.14756 4.06507 0.17 0.27 0.13
C 2.96039 0.38601 5.17658 -0.03 0.14 -0.01
C 2.46536 1.52826 5.81373 -0.05 0.01 -0.28
C 1.26668 2.09628 5.37004 0.21 -0.17 0.06
C 0.58682 1.54287 4.28599 0.20 0.16 -0.35
O -1.06947 0.19994 2.39702 0.32 -0.02 -0.11
O 0.59772 -1.64906 2.06992 -0.01 0.62 0.64
C 2.13005 2.61686 0.28959 0.36 0.68 0.17
C 2.41962 3.88522 0.81155 -0.44 0.05 -0.14
H 1.70592 5.57320 2.00588 -0.08 -0.60 -0.18
H -0.52903 4.49978 2.34572 -0.01 0.01 -0.11
H -1.04901 2.30078 1.40363 0.38 -0.02 0.29
H 3.66065 -2.32808 1.79413 -0.17 -0.06 0.08
H 3.60956 -4.82030 1.62115 -0.12 0.15 -0.29
H 2.36910 -5.88902 -0.27577 -0.02 0.26 0.07
H 1.22102 -4.44190 -1.98769 0.31 0.10 0.33
H 1.43264 -1.98111 -1.81226 -0.05 -0.23 0.22
H 2.67471 -1.05882 3.60086 -0.09 0.33 -0.06
H 3.89040 -0.06972 5.52172 -0.33 0.05 -0.04
H 3.01493 1.98344 6.64583 -0.25 -0.24 -0.32
H 0.87006 2.98731 5.85898 0.02 -0.32 -0.06
H -0.38336 1.94391 3.99423 0.36 -0.15 -0.09
H 2.87557 2.21519 -0.40294 -0.45 -0.20 0.60
H 3.38240 4.34780 0.58326 -0.29 -0.18 -0.02
```
Positions in Å, forces in eV/Å.

Output
HOMO level	-4.37	eV
Kohn-Sham gap	6.9617	eV
molecular weight	679.8	g mol⁻¹
net charge	-1
F_max	3.27	eV/A
LUMO level	2.60	eV